41
Properties=species:S:1:pos:R:3:lowdin_charge:R:1 method="wB97M-V/def2-TZVPD" e_above_lowest_kcal_mol=81.9 lumo_energy_ev=0.58 homo_energy_ev=-8.2 homo_lumo_gap_ev=8.751 smiles="N[C@@H](Cc1ccc(O)cc1)C(=O)N[C@@H](Cc1c[nH]cn1)C(=O)O" largest_force_ev_per_a=4.1
N 0.889 3.486 -0.855 0.065
C 1.139 2.166 -0.450 -0.359
C 2.661 1.914 -0.175 -0.071
C 2.901 0.405 -0.093 -0.261
C 3.016 -0.248 1.089 -0.055
C 3.268 -1.616 1.144 -0.024
C 3.359 -2.319 -0.057 -0.337
O 3.482 -3.629 -0.183 0.050
C 3.210 -1.567 -1.289 -0.004
C 2.856 -0.260 -1.312 -0.059
C 0.148 1.815 0.608 -0.400
O 0.010 2.412 1.668 0.073
N -0.621 0.688 0.372 0.096
C -1.538 0.255 1.383 -0.242
C -3.036 0.600 1.253 -0.031
C -3.572 -0.161 -0.027 -0.214
C -4.718 -0.742 -0.437 -0.043
N -4.446 -1.332 -1.681 0.039
C -3.139 -1.118 -1.985 -0.134
N -2.531 -0.430 -0.963 0.049
C -1.564 -1.252 1.717 -0.434
O -1.921 -1.785 2.767 0.081
O -1.231 -2.128 0.734 0.096
H 0.565 4.055 -0.106 0.069
H 1.702 3.922 -1.298 0.087
H 0.922 1.407 -1.214 0.124
H 3.095 2.369 -1.127 0.135
H 3.020 2.417 0.651 0.090
H 2.833 0.276 2.061 0.139
H 3.222 -2.135 2.119 0.122
H 3.773 -4.002 0.715 0.157
H 3.265 -2.074 -2.224 0.103
H 2.575 0.272 -2.240 0.132
H -1.117 0.646 -0.496 0.088
H -1.188 0.833 2.251 0.149
H -3.678 0.365 2.057 0.103
H -3.109 1.710 1.122 0.134
H -5.751 -0.526 -0.218 0.117
H -5.010 -1.999 -2.180 0.144
H -2.834 -1.051 -3.076 0.147
H -0.905 -1.638 -0.023 0.077